{
  "formula": "C28H34ClMnO5P",
  "method": "the ωB97M-V functional and the def2-TZVPD basis",
  "species": ["H", "H", "C", "H", "C", "H", "C", "C", "C", "C", "H", "H", "C", "H", "O", "H", "C", "O", "H", "H", "H", "C", "H", "H", "C", "C", "C", "H", "H", "H", "H", "H", "O", "C", "C", "Mn", "C", "H", "C", "P", "C", "C", "C", "H", "C", "H", "H", "H", "C", "C", "C", "O", "H", "H", "Cl", "H", "H", "H", "C", "H", "H", "C", "O", "C", "H", "C", "H", "H", "H", "C"],
  "positions_angstrom": [[-1.37961, 4.05541, -1.63372], [-5.06783, 1.03683, 1.61457], [3.29013, -0.98519, 2.16756], [-0.86919, 2.24649, -4.14776], [-1.03026, -3.59768, 2.84623], [-2.61576, -4.21690, -0.08020], [4.02963, -0.70944, 3.31249], [1.21594, 2.41717, 0.34645], [-2.30869, 0.75543, 0.42591], [-0.15157, 1.57114, -3.64670], [-5.57365, 2.75597, -0.15987], [-2.57179, -4.98573, 2.27099], [-3.18442, 4.03005, -0.40273], [-0.99209, -3.93209, 3.87374], [-2.99137, 1.18854, 1.39520], [-0.55614, 0.09120, -5.23790], [3.03096, -3.54544, -1.64416], [-1.04962, 3.18686, 0.21631], [0.43669, 0.66919, 2.97670], [3.73211, -1.57723, 1.37622], [5.03977, -1.08546, 3.40264], [-1.08793, -2.74644, 0.28211], [-1.57393, -3.53751, -1.76800], [-1.41619, 5.17195, -0.24236], [-0.52657, 0.21094, -4.15838], [-4.66889, 2.13765, -0.20727], [-4.34643, 1.75865, 1.23423], [-0.50902, -0.77527, -0.92596], [-2.89231, 0.63225, -0.50804], [4.29039, -0.71492, -3.02499], [0.50865, -2.14619, 3.14035], [1.61209, -3.61666, -0.03989], [0.68799, -0.74179, -3.72429], [-0.18145, -2.57837, 2.43058], [2.17673, 0.53144, 4.21903], [-0.20064, 1.10253, -0.47197], [2.06805, -1.58826, -0.61559], [0.17666, 3.61782, 1.80770], [0.26516, 3.52304, 0.72441], [0.97053, -0.77519, 0.57244], [0.60277, -1.93604, -3.62584], [-1.91052, -4.19125, 1.95459], [-1.93832, -3.76263, 0.63171], [1.74554, 1.12123, 5.01679], [2.82528, -0.77733, -1.46223], [3.12252, -4.62203, -1.70404], [-4.32493, 2.60171, 1.91843], [0.83229, 1.82714, -4.06945], [1.99392, -0.49714, 2.04637], [3.78887, -2.73175, -2.48063], [1.44354, 0.27234, 3.07511], [-0.18513, 1.66189, -2.29005], [1.82561, 2.62628, -0.53178], [-1.37197, -0.23964, -3.64532], [-1.13506, -2.25891, -1.48592], [-3.71647, 4.82945, -0.92431], [4.05201, 0.25162, 5.22527], [1.80849, 2.04663, 1.17474], [3.47416, 0.04102, 4.33551], [1.41990, -2.59982, -3.27949], [-3.38070, 4.11996, 0.66815], [-1.68987, 4.17351, -0.59341], [-3.60871, 2.76700, -0.90116], [2.17702, -2.97590, -0.70561], [-4.91329, 1.25616, -0.79820], [3.69057, -1.34801, -2.38450], [0.57087, 4.48883, 0.31819], [2.73819, 0.30220, -1.39864], [4.46682, -3.17732, -3.19686], [-0.18957, -2.10406, 1.11644]],
  "lowdin_charge": [0.13, 0.14, -0.06, 0.14, -0.03, 0.11, -0.05, -0.12, 0.00, -0.33, 0.15, 0.13, -0.15, 0.13, -0.05, 0.14, -0.07, -0.23, 0.11, 0.11, 0.12, -0.45, 0.00, 0.14, 0.03, -0.18, -0.07, -0.11, 0.06, 0.12, 0.11, 0.12, 0.03, -0.04, -0.05, 0.62, -0.39, 0.13, -0.21, 1.02, 0.16, -0.03, -0.08, 0.12, -0.09, 0.12, 0.13, 0.14, -0.39, -0.07, -0.13, -0.32, 0.07, 0.12, 0.84, 0.14, 0.12, 0.04, -0.05, 0.10, 0.13, -0.15, -0.14, -0.09, 0.13, -0.06, 0.13, 0.11, 0.12, -0.33],
  "total_charge": 2,
  "spin_multiplicity": 6,
  "total_energy_ev": -92930.1441,
  "lumo_energy_ev": [-6.698, -8.041]
}

{
  "formula": "C4H9P",
  "method": "the ωB97M-V functional and the def2-TZVPD basis",
  "species": ["C", "H", "C", "H", "P", "H", "H", "H", "H", "C", "H", "C", "H", "H"],
  "positions_angstrom": [[-1.69073, 0.14403, -0.59938], [-1.70833, 0.90156, 0.27967], [0.65602, 0.55878, -0.34657], [1.45652, -2.28041, -0.69385], [0.09288, -2.42470, -0.65608], [1.50679, 1.17527, 1.66648], [0.03711, 0.15866, 1.57844], [0.26021, 1.49040, -0.35203], [1.62892, -0.41427, 1.49783], [1.01549, 0.35706, 1.22515], [-2.03192, 0.69553, -1.43623], [-0.37881, -0.38293, -0.83515], [-2.42787, -0.61786, -0.30056], [1.58372, 0.63888, -1.02773]],
  "lowdin_charge": [-0.19, 0.12, -0.30, -0.25, 0.73, 0.05, 0.05, 0.04, 0.02, -0.07, 0.07, -0.48, 0.08, 0.13],
  "total_charge": 0,
  "e_above_lowest_kcal_mol": 59.5,
  "spin_multiplicity": 1,
  "total_energy_ev": -13578.7183,
  "lumo_energy_ev": [0.000, -0.688]
}

{
  "formula": "C38H33N11O5S2W",
  "method": "the ωB97M-V functional and the def2-TZVPD basis",
  "species": ["H", "C", "N", "H", "H", "C", "C", "C", "N", "C", "C", "C", "H", "C", "C", "C", "H", "N", "H", "C", "N", "C", "H", "C", "H", "C", "H", "H", "C", "C", "H", "N", "H", "C", "N", "H", "H", "H", "N", "H", "H", "N", "H", "C", "W", "N", "H", "H", "C", "C", "O", "H", "C", "C", "S", "O", "H", "H", "C", "C", "N", "C", "H", "S", "H", "C", "C", "C", "O", "C", "C", "C", "O", "H", "N", "C", "C", "C", "C", "H", "H", "O", "C", "H", "H", "H", "H", "C", "C", "H"],
  "positions_angstrom": [[-3.59379, 2.23794, -2.70935], [4.97669, -1.99357, 3.52931], [-1.80456, 0.00823, 0.98619], [2.21865, -4.62495, 0.27339], [1.38088, 3.51905, -4.65127], [2.13658, 2.81668, -4.30243], [-3.32649, 0.28506, 2.80783], [-0.94198, -4.32478, 1.43336], [-0.48989, 2.54280, -2.86500], [-1.25435, -0.52667, -3.96589], [-5.64474, 2.87268, -2.59354], [-2.05105, 0.20371, 2.29357], [-7.62944, 3.60669, -2.21013], [-1.08584, -2.97786, 1.12000], [2.63614, -3.48725, 3.39853], [3.75784, -1.35182, 3.53659], [6.31372, -4.99536, 3.25246], [-0.13119, -2.27965, 0.54297], [7.09698, -3.49328, 3.33321], [-4.17071, -0.03420, 0.62218], [1.90314, 2.47924, -2.91945], [3.86145, -4.12844, 3.37942], [1.61306, 4.72107, 2.29749], [-4.34605, 2.74578, -2.11763], [3.65492, 2.64373, -1.73558], [-0.65123, -0.60614, -2.72053], [3.10668, 3.30303, -4.39311], [0.01923, 3.57551, 0.73822], [1.25637, 1.00820, 2.29821], [-4.01390, 3.25983, -0.86633], [-0.98259, -0.79212, -6.07587], [-1.22532, -0.32061, -1.45538], [-4.72896, 4.29257, 0.87563], [2.26741, 2.82741, 3.12408], [2.17362, 1.50963, 3.12482], [-2.28382, -0.21387, -4.04802], [-7.03834, 4.51406, 0.01944], [3.49002, 1.09549, -2.59622], [1.08307, -1.14181, -1.28597], [0.40327, -5.97998, 1.42924], [-3.44939, 0.43661, 3.87195], [0.46584, 1.70740, 1.46723], [1.35799, -1.55734, -5.88663], [0.65392, 2.22123, -2.39523], [0.10403, -0.15018, 0.15885], [0.82123, 1.55503, -1.16781], [1.70973, -4.04734, 3.35854], [-1.99854, -2.44879, 1.35275], [1.84803, -2.17283, -0.80969], [0.67808, -1.03661, -2.62509], [2.50356, 0.65033, -0.00635], [3.69316, -0.27042, 3.58888], [1.26249, -4.20157, 0.55197], [1.51083, 3.64537, 2.29223], [1.04261, -1.28762, 3.51502], [-3.44454, -0.44565, -2.09899], [5.89420, -1.41757, 3.58374], [-1.75984, -4.85682, 1.90096], [5.04744, -3.39044, 3.45860], [0.25379, -4.93750, 1.17361], [1.01777, -0.34477, 2.14191], [-6.28670, 4.01264, -0.58120], [-1.20170, 0.28235, 2.94446], [-2.37510, 3.12388, -0.21983], [-0.43475, 3.00063, -3.76692], [2.94143, 1.89909, -2.09398], [-0.51519, -0.86174, -5.10001], [1.01914, -2.89832, 0.23176], [2.89566, -2.56679, -1.23710], [-2.86818, -0.10251, 0.17476], [-6.61925, 3.50501, -1.83234], [0.62806, 3.02168, 1.44212], [0.02311, -2.29172, 3.36146], [-1.73615, 2.85650, -1.40450], [6.26961, -4.02998, 3.51889], [0.79865, -1.29365, -4.99655], [-4.41603, 0.15822, 1.96444], [-2.55984, -0.30345, -1.26965], [2.12019, 1.32373, -0.97706], [-5.89463, 2.46428, -3.56675], [3.91073, -5.20987, 3.30818], [0.97110, -0.44774, 4.67258], [-4.99071, 3.89160, -0.09775], [2.99981, 3.24845, 3.80741], [2.11838, 1.93233, -4.94749], [-5.42743, 0.20948, 2.34954], [2.42200, -1.75583, -3.62755], [1.40831, -1.39437, -3.74520], [2.58649, -2.10428, 3.47826], [-4.95492, -0.11617, -0.12083]],
  "lowdin_charge": [0.09, -0.02, -0.08, 0.13, 0.08, -0.04, -0.03, -0.03, 0.13, -0.01, -0.08, -0.11, 0.10, -0.10, -0.07, -0.04, 0.09, -0.02, 0.09, 0.01, -0.10, -0.03, 0.11, -0.11, 0.14, -0.20, 0.09, 0.06, -0.50, -0.60, 0.10, -0.01, 0.10, -0.09, 0.15, 0.10, 0.10, 0.14, -0.10, 0.12, 0.12, 0.00, 0.10, -0.44, 1.73, 0.04, 0.10, 0.12, -0.43, -0.21, -0.01, 0.10, 0.01, -0.03, 0.63, 0.05, 0.11, 0.12, -0.31, -0.04, -0.20, -0.10, 0.09, 0.83, 0.05, -0.04, -0.09, -0.17, 0.13, -0.23, -0.10, -0.12, -0.30, -0.13, 0.11, -0.10, -0.04, -0.47, -0.50, 0.11, 0.11, -0.27, -0.13, 0.12, 0.09, 0.12, 0.11, -0.02, -0.29, 0.13],
  "total_charge": 0,
  "e_above_lowest_kcal_mol": 22.0,
  "spin_multiplicity": 1,
  "total_energy_ev": -90069.9013,
  "lumo_energy_ev": [-0.502, -0.558]
}

{
  "formula": "C7H9FN2O",
  "method": "the ωB97M-V functional and the def2-TZVPD basis",
  "species": ["H", "C", "N", "O", "H", "C", "H", "C", "C", "H", "H", "H", "C", "C", "H", "N", "F", "H", "H", "C"],
  "positions_angstrom": [[3.01999, -2.32978, -0.05298], [-0.61942, -0.20129, 0.02701], [0.83889, 1.75885, 0.43730], [1.35674, -0.38423, 1.51650], [-1.35748, 0.99663, 1.66626], [3.40414, 0.10299, 0.15344], [1.38137, -2.50509, 0.38325], [-0.49064, 2.26766, 0.13781], [0.74353, 0.28012, 0.38631], [-2.38528, 1.27189, 0.24022], [1.77221, -2.11803, -1.36386], [-0.62505, 3.17091, 0.74078], [-1.35909, 1.08668, 0.57946], [2.03065, -1.92764, -0.26646], [-0.74284, -0.48028, -1.03167], [4.47492, 0.47935, -0.02962], [1.71853, 2.12775, -0.67884], [-0.97342, -1.13236, 0.73733], [-0.56259, 2.72056, -0.90978], [2.04713, -0.48226, 0.28179]],
  "lowdin_charge": [0.08, -0.06, 0.03, 0.05, 0.12, -0.13, 0.08, -0.17, -0.37, 0.11, 0.12, 0.11, -0.14, 0.00, 0.12, 0.18, -0.07, 0.18, 0.15, -0.38],
  "total_charge": 0,
  "e_above_lowest_kcal_mol": 19.1,
  "spin_multiplicity": 1,
  "total_energy_ev": -15145.8449,
  "lumo_energy_ev": 0.692
}